1.
87
Properties=species:S:1:pos:R:3 method="wB97M-V/def2-TZVPD" e_lumo_ev=-6.4976 charge=+2 homo_ev=-13.9 total_energy_ev=-87006.049
Zr -0.453 0.359 -0.340
S -0.158 0.766 2.159
S 2.881 0.664 2.163
S -0.323 -0.480 -2.675
P -2.849 1.312 0.005
O 1.270 1.371 0.143
O -0.332 0.998 -2.590
O -1.444 -0.873 -1.742
N 0.425 -1.651 0.287
N -0.198 -4.501 -6.821
N 0.949 -0.795 -1.743
N 0.746 -3.131 -1.541
C -1.440 -3.259 -5.213
C -4.976 0.504 1.815
C -2.586 3.018 0.721
C 2.474 1.550 -0.631
C -4.890 -0.217 -3.207
C -3.488 0.320 1.460
C -4.521 -0.113 -1.720
C 0.754 -1.925 -1.003
C -1.124 5.050 0.507
C -1.378 3.633 -0.015
C -4.645 2.209 -3.662
C -3.599 2.091 -2.540
C -1.498 -2.252 -4.287
C 0.183 -2.694 1.093
C 0.207 -3.990 0.613
C 0.774 -2.522 -5.881
C -5.632 1.040 -3.643
C -3.158 -1.166 1.246
C -5.524 -0.759 2.494
C -3.813 3.954 0.752
C 0.722 -1.518 -4.948
C -3.293 -1.923 2.576
C -3.604 5.204 -0.099
C -2.342 5.970 0.298
C -0.417 -1.382 -4.155
C -4.463 -1.368 3.403
C -4.155 1.334 -1.329
C 0.481 -4.151 -0.743
C -0.288 -3.444 -6.006
C 1.434 0.927 1.506
H -3.859 -1.591 0.526
H -5.370 -0.446 -1.119
H -4.130 2.220 -4.622
H -6.405 -0.498 3.078
H -0.963 -5.148 -6.907
H -2.130 6.704 -0.480
H -3.462 -2.979 2.361
H 0.607 -4.636 -7.407
H -2.353 -2.142 -3.642
H -0.020 -4.832 1.244
H 0.474 -5.124 -1.216
H -0.477 3.014 0.187
H -2.124 -1.262 0.835
H -2.875 0.662 2.310
H -5.834 -1.488 1.745
H -5.572 0.720 0.927
H -5.045 1.857 -0.956
H -4.705 3.429 0.406
H -3.551 4.930 -1.154
H -0.898 4.977 1.573
H -1.541 3.653 -1.099
H -4.104 -0.604 4.092
H -2.269 -3.937 -5.336
H -0.045 -2.455 2.130
H -5.502 -1.106 -3.366
H 3.069 2.363 -0.200
H -6.071 0.903 -4.630
H -4.893 -2.168 4.003
H -2.528 6.525 1.217
H -2.373 -1.840 3.157
H 1.545 -0.837 -4.812
H -6.453 1.238 -2.952
H 1.642 -2.633 -6.511
H -5.073 1.347 2.501
H -2.263 2.826 1.756
H -2.706 1.563 -2.896
H -4.467 5.859 0.016
H -5.186 3.150 -3.573
H 3.066 0.629 -0.640
H -3.293 3.095 -2.244
H -3.673 -0.778 -1.528
H 2.163 1.813 -1.648
H -3.985 -0.324 -3.812
H -4.003 4.255 1.783
H -0.251 5.475 0.009

2.
80
Properties=species:S:1:pos:R:3 method="wB97M-V/def2-TZVPD" e_lumo_ev=-4.3520 charge=+1 homo_ev=-10.4 total_energy_ev=-48756.132
P -0.061 0.391 1.779
O 1.477 0.381 1.127
O -0.707 -1.081 1.439
O -1.138 1.403 1.054
N 3.583 0.838 -2.308
C -3.430 0.227 -4.115
C -4.757 0.574 -4.719
C 2.758 -0.203 -2.021
C -1.855 -3.099 2.166
C -2.195 2.053 1.992
C -1.526 -1.252 -3.855
C 0.737 2.206 -3.915
C 2.521 0.732 2.181
C -2.947 -5.298 2.639
C -2.730 -0.935 -4.481
C 3.275 -1.501 -1.570
C 3.352 3.116 -3.337
C 5.011 0.877 -2.000
C -3.357 1.115 2.294
C 2.874 1.887 -2.895
C 1.526 1.462 -3.051
C 3.565 -0.369 2.391
C 4.774 0.012 3.245
C -2.155 -4.141 3.244
C -2.893 1.069 -3.134
C 2.462 3.932 -4.058
C 1.425 0.137 -2.404
C -0.952 -0.404 -2.867
C 0.320 -0.682 -2.233
C -4.638 1.783 2.811
C 1.190 3.450 -4.390
C -0.990 -1.920 2.602
C 5.778 -1.144 3.347
C -1.670 0.776 -2.545
C -4.589 2.276 4.257
H -4.886 2.622 2.153
H 5.388 1.862 -2.273
H 5.578 0.114 -2.549
H -1.374 -3.611 1.316
H 5.180 0.728 -0.923
H -5.458 1.066 2.709
H 3.071 -1.226 2.881
H -3.186 -6.070 3.376
H -3.891 -4.949 2.203
H 0.491 -1.675 -1.768
H 5.267 0.895 2.818
H 2.487 -2.259 -1.604
H -1.658 2.356 2.912
H 6.071 -1.503 2.357
H -1.222 -4.515 3.674
H -5.516 0.700 -3.938
H -2.720 -3.686 4.065
H -4.700 1.528 -5.256
H -0.941 -2.109 -4.202
H 4.455 0.294 4.255
H 2.770 4.927 -4.383
H -3.135 -1.576 -5.270
H -3.016 0.370 3.022
H 3.620 -1.431 -0.531
H -2.368 -5.767 1.837
H 3.912 -0.711 1.404
H -0.223 1.815 -4.252
H -3.914 3.135 4.357
H 0.537 4.062 -5.016
H 4.114 -1.858 -2.190
H -2.815 -2.703 1.798
H -0.036 -2.272 3.033
H 3.015 1.678 1.899
H 4.366 3.447 -3.104
H 5.345 -1.987 3.892
H 6.687 -0.847 3.874
H -1.512 -1.333 3.386
H -3.595 0.583 1.358
H -1.220 1.496 -1.857
H -4.261 1.496 4.954
H -2.556 2.959 1.482
H 1.952 0.900 3.122
H -5.585 2.603 4.579
H -3.451 1.969 -2.853
H -5.108 -0.188 -5.419

3.
83
Properties=species:S:1:pos:R:3 method="wB97M-V/def2-TZVPD" e_lumo_ev="-8.2246 / -8.2237" charge=+2 homo_ev="-10.9 / -10.9" total_energy_ev=-125768.065
Sr -0.327 -2.658 1.124
Br -1.381 0.139 0.724
P -4.855 1.282 1.631
P 0.848 2.377 -1.581
N 3.770 -6.525 -4.174
N 1.394 -1.798 2.645
N 3.779 -0.003 5.508
C 4.065 -6.821 -2.911
C 2.899 -5.549 -4.444
C 2.006 0.158 3.901
C 3.003 -0.594 4.569
C 2.556 -5.105 -2.071
C -0.372 -0.197 -2.070
C 1.124 3.020 0.096
C 1.808 -0.099 -0.982
C -4.717 1.396 -0.191
C -5.683 2.465 -0.720
C -0.912 2.667 -3.724
C 2.286 2.783 -2.595
C 3.480 -6.151 -1.828
C 1.689 4.432 0.078
C 0.800 -2.264 -1.468
C 2.366 -2.525 3.269
C 3.670 2.335 -2.118
C 1.933 -4.385 -0.975
C 0.728 -3.678 -1.081
C -0.610 3.138 -2.302
C 0.694 0.575 -1.523
C -4.362 -0.393 2.142
C -5.591 -1.265 2.441
C -0.291 -1.589 -2.076
C 1.911 -1.479 -1.069
C 3.185 -1.960 4.233
C 1.242 -0.483 2.947
C -4.131 3.270 3.437
C 2.260 -4.815 -3.436
C -3.602 2.515 2.200
H -1.918 3.000 -4.014
H 1.303 5.040 -0.752
H -0.259 -4.191 -0.965
H 3.862 2.580 -1.065
H -6.123 -1.540 1.523
H -3.426 4.058 3.734
H -5.756 2.410 -1.810
H -4.267 2.588 4.286
H 2.591 0.463 -0.441
H -0.885 1.576 -3.820
H 3.660 0.976 5.747
H 4.494 -0.515 6.008
H 2.781 4.434 0.028
H -6.692 2.324 -0.316
H -3.732 -0.293 3.038
H 1.569 -4.014 -3.722
H 1.399 4.936 0.999
H -0.426 4.224 -2.308
H 2.848 -1.974 -0.789
H 3.956 -2.554 4.734
H 1.767 2.307 0.623
H 4.441 2.829 -2.726
H -0.198 3.104 -4.439
H -1.298 0.311 -2.370
H -5.279 -2.189 2.940
H -1.429 2.939 -1.589
H 2.689 -5.347 -5.503
H 2.269 3.881 -2.687
H -1.085 -2.204 -2.519
H -2.658 1.984 2.392
H -5.101 3.742 3.219
H 0.148 2.988 0.597
H -3.672 1.610 -0.453
H 2.070 2.371 -3.599
H -3.746 -0.813 1.334
H -5.350 3.476 -0.466
H 1.844 1.214 4.138
H 0.448 0.015 2.370
H 4.787 -7.627 -2.743
H 2.431 -3.574 2.954
H -3.439 3.228 1.369
H 2.424 -4.468 0.005
H 3.819 1.261 -2.251
H 3.753 -6.441 -0.811
H -4.976 0.405 -0.586
H -6.298 -0.745 3.101